ORCA calculation (ωB97M-V/def2-TZVPD) on 17 unconnected molecules or ions with the total composition C66H174N8O28 at a distorted geometry.

CARTESIAN COORDINATES (ANGSTROEM)
C -1.0414 -0.8852 6.2349
C -1.3398 -2.1073 5.4289
O -0.2632 -3.0063 5.6436
O 0.1936 -0.3411 5.9116
H -1.1190 -1.1175 7.3037
H -1.8585 -0.1726 6.1670
H -1.4478 -1.6662 4.4170
H -2.3381 -2.5065 5.6793
H -0.1014 -3.4774 4.8324
H 0.7479 -1.0945 5.5799
C -4.9938 -1.4802 2.3553
C -3.9443 -0.4613 2.5681
O -2.6922 -1.0813 2.3924
O -6.2833 -0.9555 2.1664
H -4.8821 -2.2232 3.2418
H -4.7616 -2.0192 1.4015
H -3.9201 0.0396 3.5668
H -4.0928 0.3205 1.7722
H -2.2453 -0.5998 1.6963
H -6.7137 -0.5530 2.8779
C -7.2599 3.6063 4.3428
C -6.3268 2.5927 3.7411
O -7.1180 1.4380 3.3042
O -8.3003 4.0146 3.3959
H -6.7025 4.4794 4.7531
H -7.7024 3.1712 5.2735
H -5.6354 2.2564 4.5290
H -5.7191 3.0002 2.8561
H -7.3594 1.4595 2.3378
H -8.8623 3.2395 3.2938
C -2.6335 5.9661 -2.9815
C -1.6099 4.8431 -3.2445
O -0.8936 4.4898 -2.0968
H -2.0083 6.7603 -2.6216
H -3.4636 5.6703 -2.2939
H -3.0891 6.2653 -3.9450
H -0.9503 5.0990 -4.0615
H -2.0490 3.9402 -3.6346
H -0.9573 5.2133 -1.4154
C 1.7920 2.4288 -3.6982
C 1.1751 1.9889 -2.4584
O 1.6099 0.7084 -2.2292
H 2.8584 2.2800 -3.5856
H 1.6424 3.5154 -3.7553
H 1.5346 1.9187 -4.5814
H 0.1061 1.9992 -2.4767
H 1.5733 2.5416 -1.6077
H 1.2804 0.4009 -1.3901
C 6.1337 -2.3790 0.0063
C 6.2164 -1.9732 1.4645
O 6.6190 -3.1762 2.1513
H 5.3674 -3.0635 -0.3015
H 7.0996 -2.9146 -0.1606
H 5.9946 -1.4619 -0.5591
H 5.2656 -1.5801 1.7941
H 6.9046 -1.1446 1.6256
H 6.5684 -2.9551 3.1175
C 2.5763 -3.5053 2.9447
C 3.4056 -4.0115 1.7939
O 2.8310 -5.2996 1.3259
H 2.7131 -4.0426 3.8833
H 1.5338 -3.4759 2.7749
H 2.7355 -2.3955 3.1115
H 4.4382 -4.1829 2.0962
H 3.4624 -3.2782 1.0193
H 2.7674 -5.3275 0.3954
C -3.1559 -5.0939 3.3194
C -2.4218 -4.7410 2.0221
O -1.4804 -3.6974 2.2437
H -2.4816 -5.4107 4.1401
H -3.8638 -5.8723 3.2267
H -3.7768 -4.2716 3.6727
H -3.1393 -4.4591 1.3022
H -1.8259 -5.5898 1.6116
H -1.9967 -2.8630 2.2264
C -7.3567 -2.0913 -3.6586
C -5.9503 -1.5911 -3.4304
O -5.9441 -0.1767 -3.4749
H -7.4977 -3.1608 -3.5177
H -7.6827 -1.7705 -4.6413
H -8.0000 -1.5208 -2.9987
H -5.2576 -1.9683 -4.2105
H -5.5055 -1.8681 -2.4486
H -5.3466 0.1490 -4.1544
C 4.0346 2.9916 0.4799
O 5.2114 2.7656 -0.3224
C 5.3917 1.4049 -0.6735
C 6.6151 1.3557 -1.6957
N 7.9405 1.5628 -1.1776
C 8.2137 2.8310 -0.4455
C 9.1963 2.5808 0.6743
O 8.5933 1.5979 1.4755
C 9.3009 1.3593 2.6256
H 3.9513 4.0067 0.8998
H 4.0603 2.2930 1.3143
H 3.1546 2.9940 -0.1923
H 4.4949 1.1054 -1.1759
H 5.5678 0.6857 0.1327
H 6.3086 2.1331 -2.3983
H 6.5687 0.3482 -2.1849
H 8.2335 0.7696 -0.6004
H 7.3570 3.4151 0.0359
H 8.6725 3.5383 -1.1490
H 9.3398 3.5028 1.2813
H 10.1353 2.2680 0.2304
H 8.8206 0.5473 3.2070
H 9.3436 2.2502 3.2958
H 10.3349 1.0369 2.5089
C 3.8605 -6.6815 -1.6969
O 3.5578 -5.2977 -1.7296
C 2.1930 -5.0740 -2.1679
C 2.3109 -3.5969 -2.5550
N 3.0310 -3.3864 -3.8539
C 3.2665 -1.9950 -4.0735
C 4.2470 -1.1753 -3.2550
O 5.5538 -1.7648 -3.2770
C 6.0155 -2.0109 -4.5915
H 3.2600 -7.1936 -0.9916
H 4.8718 -6.9217 -1.4196
H 3.6888 -7.0530 -2.7217
H 1.4389 -5.2645 -1.3312
H 1.7754 -5.6179 -3.0362
H 2.7896 -3.0689 -1.7087
H 1.2855 -3.1882 -2.7449
H 3.8828 -3.9398 -3.9255
H 2.2699 -1.4165 -4.0860
H 3.4942 -1.9269 -5.1491
H 4.0063 -1.0155 -2.2213
H 4.2260 -0.1123 -3.7751
H 7.1024 -2.1155 -4.4894
H 5.8199 -1.1594 -5.2770
H 5.5831 -2.9292 -5.0164
C -5.3668 8.9541 2.0403
O -6.0053 8.1203 1.0665
C -6.0271 6.7794 1.4734
C -6.7284 6.1186 0.3048
N -7.1025 4.7246 0.6323
C -7.9964 4.0667 -0.3312
C -8.6578 2.8055 0.2697
O -7.7740 1.9175 0.7826
C -7.0746 1.0790 -0.2311
H -4.4031 8.5410 2.2463
H -5.9524 9.0629 2.9062
H -5.1722 9.9059 1.4871
H -6.6439 6.5641 2.3738
H -5.0514 6.4110 1.7490
H -6.0739 6.0549 -0.5540
H -7.5893 6.6555 0.0050
H -7.5033 4.7177 1.5673
H -7.4638 3.7075 -1.2671
H -8.8598 4.6665 -0.6321
H -9.2120 2.3519 -0.5990
H -9.3640 3.0704 1.0053
H -6.4778 0.3961 0.3106
H -6.5344 1.7578 -0.9023
H -7.8171 0.5283 -0.8589
C -5.8784 -0.0352 -8.9125
O -4.9892 0.6233 -7.9830
C -5.5652 1.1984 -6.8066
C -4.4624 1.6298 -5.8703
N -3.5731 0.5261 -5.5140
C -2.2269 0.9490 -5.1453
C -1.3580 -0.2974 -5.0075
O -1.3349 -1.0134 -6.2476
C -0.3118 -1.9938 -6.2272
H -5.3916 0.0896 -9.8768
H -6.8806 0.4100 -8.8702
H -5.9568 -1.0645 -8.6903
H -6.1682 0.4731 -6.2488
H -6.1238 2.1311 -7.0301
H -4.9546 2.0219 -5.0393
H -3.8029 2.4287 -6.3162
H -3.6338 -0.0920 -6.3125
H -2.3432 1.6080 -4.2541
H -1.8733 1.6287 -5.9438
H -1.8054 -0.9377 -4.2283
H -0.3581 -0.0841 -4.6387
H 0.6616 -1.4184 -6.1532
H -0.4029 -2.5260 -7.1415
H -0.5084 -2.6970 -5.3811
C 2.2394 -0.3034 1.3446
O 1.3085 -0.5647 0.3010
C 0.4223 -1.5584 0.5641
C -0.7963 -1.3303 -0.2233
N -1.3911 0.0087 0.0282
C -2.5455 0.2032 -0.8542
C -2.8520 1.7058 -1.0276
O -3.1291 2.2418 0.2251
C -3.4226 3.6594 0.2215
H 1.8442 -0.5156 2.3207
H 2.5876 0.7390 1.2393
H 3.1125 -0.8993 1.1897
H 0.1513 -1.6364 1.6548
H 0.7927 -2.5723 0.2899
H -1.6435 -1.9682 -0.2361
H -0.4881 -1.4254 -1.2542
H -0.7000 0.7255 -0.0337
H -3.4210 -0.4155 -0.5253
H -2.3158 -0.0696 -1.9493
H -3.6810 1.9000 -1.7605
H -1.9188 2.2005 -1.3049
H -4.4856 3.8701 -0.1256
H -2.6269 4.2170 -0.4154
H -3.2885 4.1356 1.1470
C 1.9815 -8.3427 1.7195
O 1.4959 -8.1737 0.4196
C 0.3002 -8.8748 0.1403
C -0.0219 -8.8771 -1.3532
N -0.3118 -7.4857 -1.7367
C -0.6886 -7.3905 -3.1381
C -1.8385 -6.4358 -3.2150
O -1.3915 -5.1439 -2.7411
C -2.3789 -4.2867 -2.2299
H 1.2141 -8.0767 2.4778
H 2.9056 -7.7799 1.7331
H 2.3226 -9.3650 1.9652
H -0.5095 -8.4401 0.7798
H 0.4281 -9.9403 0.3697
H -0.9429 -9.5222 -1.5640
H 0.8140 -9.3798 -1.9430
H 0.5850 -7.0665 -1.5983
H -1.0286 -8.3586 -3.5430
H 0.2165 -7.0226 -3.7797
H -2.5935 -6.8221 -2.5273
H -2.3219 -6.1648 -4.1774
H -3.2236 -4.1603 -2.9721
H -1.8939 -3.2836 -2.0775
H -2.6355 -4.6172 -1.2417
C -2.3947 7.1572 0.3607
O -1.2675 6.4461 -0.0242
C -0.1167 6.9956 0.5779
C 1.0780 6.1407 0.2325
N 1.0304 4.7443 0.6541
C 0.9594 4.4854 2.1043
C 1.0301 2.9806 2.4659
O -0.0014 2.2730 1.8971
C -1.0121 1.9653 2.8296
H -2.2555 8.2399 0.2020
H -2.6467 7.0957 1.4260
H -3.1909 6.7096 -0.1862
H -0.2414 7.0240 1.6821
H -0.0376 8.0101 0.2998
H 1.9765 6.6586 0.6104
H 1.1735 6.2126 -0.8804
H 0.3664 4.1756 0.1101
H 0.0521 4.9194 2.5812
H 1.8566 4.9291 2.5746
H 1.1032 2.9076 3.5240
H 1.9417 2.6473 1.9686
H -1.7838 1.3835 2.2776
H -1.4125 2.8800 3.2776
H -0.5972 1.3406 3.5698
C 6.4867 2.9527 4.5385
O 5.7385 1.7710 4.9445
C 5.1053 1.1880 3.8079
C 4.3978 -0.0667 4.2444
N 5.2289 -1.1804 4.5045
C 5.8080 -1.2098 5.7962
C 7.2664 -0.7893 5.6529
O 7.8731 -1.7580 4.7289
C 9.1271 -2.2339 5.1018
H 7.4227 2.7743 4.0530
H 6.5665 3.4263 5.5376
H 5.8589 3.6507 3.9550
H 5.8659 0.9887 3.0439
H 4.4174 1.9211 3.5032
H 3.6572 -0.2898 3.4820
H 3.7597 0.1443 5.2143
H 4.7247 -2.0618 4.3141
H 5.9632 -2.2422 6.1984
H 5.2513 -0.6557 6.5461
H 7.7746 -0.7817 6.6267
H 7.3139 0.1958 5.1375
H 9.7319 -1.4290 5.5872
H 9.6548 -2.5155 4.2191
H 9.0978 -3.1457 5.7875

Cartesian forces (eV/Å) of the 6 atoms listed first:
C -1.012 -0.399 1.792
C -0.742 1.061 -0.598
O -0.298 0.262 -0.090
O 1.180 -0.280 -0.862
H 0.556 -0.316 0.240
H 0.039 0.490 -0.776

Calculated values
Orbital gap: 8.5 eV
HOMO level: -8.08 eV


ORCA calculation (ωB97M-V/def2-TZVPD) on 2 unconnected molecules or ions with the total composition C2H6N2O at a distorted geometry.

CARTESIAN COORDINATES (ANGSTROEM)
C 0.8569 1.2970 -0.8560
C 1.5152 -0.4714 1.0865
N 1.2007 0.6049 0.0517
N -2.1656 -0.6113 -0.6680
O 0.5416 2.0830 -1.6908
H 1.0768 -0.0705 2.0973
H 1.1029 -1.3873 0.6502
H 2.5247 -0.5655 1.1666
H -2.8208 -0.3092 -1.3666
H -2.5065 -0.4851 0.3258
H -1.3259 -0.0847 -0.7967

Cartesian forces (eV/Å) of the 6 atoms listed first:
C 0.360 0.065 0.856
C -4.056 2.618 -0.701
N 0.242 -0.550 0.357
N -0.322 -0.532 1.722
O 0.178 -0.908 0.516
H 0.631 -1.265 -2.017

Calculated values
Orbital gap: 10.6 eV
SMILES string: CN=C=O.N
Relative energy (zero: lowest compared OMol25 entry of this formula, charge and spin): 147.7 kJ/mol
HOMO level: -9.95 eV


ORCA calculation (ωB97M-V/def2-TZVPD) on a gas-phase ion, C10H17N2 (charge +1) at a distorted geometry.

CARTESIAN COORDINATES (ANGSTROEM)
C -0.1085 -3.0173 -2.9921
C -1.3464 -2.4065 -2.8115
C 0.8970 -2.5313 -2.2376
C -1.4780 -1.2582 -2.0554
C 0.7990 -1.5360 -1.3106
C -0.4442 -0.8379 -1.2773
C -1.1147 2.1469 1.6947
C 1.3613 2.5203 2.0336
C 0.2272 2.0823 1.0378
C 0.4446 0.6492 0.5557
N -0.5196 0.3076 -0.5301
N 0.2988 -0.4975 1.6932
H 0.1362 -3.9018 -3.5952
H -2.2128 -2.8447 -3.1903
H 1.9469 -2.8976 -2.2752
H -2.4601 -0.7996 -1.9539
H 1.6836 -1.0025 -0.9881
H -1.1430 1.4398 2.4277
H -1.8467 1.9494 1.0354
H -1.1393 3.1649 2.1640
H 0.9523 2.4038 3.0240
H 1.6460 3.5886 1.9466
H 2.1588 1.8454 2.0342
H 0.2281 2.7800 0.1774
H 1.3522 0.4082 -0.0155
H -1.3624 0.7190 -0.5169
H 1.2931 -0.6038 2.2644
H 0.3054 -1.4492 1.2619
H -0.5549 -0.4217 2.3992

Cartesian forces (eV/Å) of the 6 atoms listed first:
C -0.775 -0.953 -0.313
C 1.069 -0.102 -0.009
C 3.812 -0.466 0.905
C -1.367 -0.619 0.259
C -1.894 1.916 -0.577
C 2.720 -0.498 0.263

Calculated values
Orbital gap: 8.0 eV
SMILES string: CC(C)[C@@H]([NH3+])Nc1ccccc1
Total charge: +1
Relative energy (zero: lowest compared OMol25 entry of this formula, charge and spin): 68.0 kJ/mol
HOMO level: -11.63 eV


ORCA calculation (ωB97M-V/def2-TZVPD) on a molecular structure, C22H23CuGe2NO4.

CARTESIAN COORDINATES (ANGSTROEM)
Cu -0.8859 0.5344 -1.1570
O -1.4666 -1.8815 -4.1602
C -1.5257 -0.9095 -3.2408
O -0.5020 -0.7715 -2.4362
C -2.6502 -0.0673 -3.1428
C -3.9631 -0.1424 -3.6839
C -4.9297 0.6565 -3.1272
C -4.6688 1.5057 -2.0153
C -3.3686 1.5619 -1.5785
N -2.4239 0.8869 -2.2069
C -2.8077 2.2018 -0.3067
O -3.4195 3.0014 0.3516
O -1.5748 1.7864 0.0058
H -0.6305 -2.3475 -4.0301
H -4.1962 -0.8400 -4.4758
H -5.9396 0.5999 -3.5126
H -5.4516 2.0553 -1.5149
C 1.6190 0.9005 3.7915
Ge 0.3004 1.4168 2.4242
C 0.5572 3.3034 2.0250
C -1.4637 1.0668 3.1698
Ge 0.7758 0.0368 0.4658
C 2.4896 0.3657 -0.3880
C 3.4349 1.1541 0.2673
C 4.6870 1.3716 -0.2928
C 5.0002 0.8160 -1.5240
C 4.0599 0.0471 -2.1972
C 2.8121 -0.1751 -1.6342
C 0.5113 -1.8709 0.7690
C 0.1091 -2.2996 2.0339
C -0.0763 -3.6492 2.3052
C 0.1273 -4.5883 1.3066
C 0.5227 -4.1766 0.0404
C 0.7124 -2.8295 -0.2267
H 1.4443 1.5085 4.6813
H 2.6439 1.0676 3.4603
H 1.5208 -0.1486 4.0704
H 0.4140 3.8763 2.9425
H -0.1698 3.6289 1.2844
H 1.5636 3.4926 1.6517
H -1.5279 1.5810 4.1307
H -1.6230 0.0020 3.3382
H -2.2425 1.4498 2.5151
H 3.2000 1.6021 1.2259
H 5.4144 1.9793 0.2299
H 5.9741 0.9877 -1.9636
H 4.2988 -0.3754 -3.1648
H 2.0787 -0.7567 -2.1795
H -0.0595 -1.5774 2.8236
H -0.3822 -3.9644 3.2946
H -0.0221 -5.6403 1.5129
H 0.6834 -4.9099 -0.7400
H 1.0164 -2.5234 -1.2179

Cartesian forces (eV/Å) of the 6 atoms listed first:
Cu 0.177 0.228 0.291
O -0.036 -0.007 -0.044
C 0.125 0.126 0.067
O -0.022 -0.401 -0.480
C -0.046 -0.047 -0.060
C 0.048 0.015 -0.021

Calculated values
Spin multiplicity: 2
Orbital gap (spin up / spin down): 5.1 / 7.7 eV
Relative energy (zero: lowest compared OMol25 entry of this formula, charge and spin): 109.6 kJ/mol
HOMO level (spin up / spin down): -6.36 / -8.67 eV


ORCA calculation (ωB97M-V/def2-TZVPD) on a gas-phase ion, C2H2NO3 (charge -1) at a distorted geometry.

CARTESIAN COORDINATES (ANGSTROEM)
O 1.4922 1.4276 -1.1519
C 0.5073 0.9688 -0.6212
N 0.2011 -0.3480 -0.4089
C -0.6482 -0.7233 0.7286
O -1.4287 0.1543 1.1478
O -0.4696 -1.8633 1.1726
H -0.2187 1.5671 -0.0475
H 0.5645 -1.1831 -0.8195

Cartesian forces (eV/Å) of the 6 atoms listed first:
O 0.481 0.199 -1.107
C -0.297 -1.117 1.487
N -0.770 0.322 0.222
C -1.040 0.649 0.946
O 0.205 0.142 -0.293
O 0.405 -0.501 -0.593

Calculated values
Orbital gap: 8.8 eV
SMILES string: O=CNC(=O)[O-]
Total charge: -1
Relative energy (zero: lowest compared OMol25 entry of this formula, charge and spin): 26.7 kJ/mol
HOMO level: -4.57 eV


ORCA calculation (ωB97M-V/def2-TZVPD) on a molecular structure, C5H7NO2 at a distorted geometry.

CARTESIAN COORDINATES (ANGSTROEM)
C -0.5842 -1.5536 0.4423
C 1.4134 0.0954 -0.4467
C 0.2649 1.1905 -0.3736
C -1.0996 0.5481 -0.5488
C -0.3859 0.7324 0.8535
H -1.6083 -1.7284 0.7835
H 2.2462 0.7976 -0.7533
H 1.0462 -0.7536 -1.1268
H 0.6205 2.2742 -0.4015
H -0.7885 -0.7779 -0.9286
H -2.0303 1.0950 -0.9853
H -0.7486 1.4834 1.5832
N 0.1993 -0.5202 1.2807
O -0.1151 -2.4158 -0.2360
O 1.5699 -0.4671 0.8573

Cartesian forces (eV/Å) of the 6 atoms listed first:
C 1.127 -1.081 3.208
C -0.071 1.590 -1.692
C 1.623 -0.428 0.195
C 0.654 -1.043 -1.014
C -2.496 0.506 -0.054
H -0.279 1.110 0.353

Calculated values
Orbital gap: 10.6 eV
Relative energy (zero: lowest compared OMol25 entry of this formula, charge and spin): 617.3 kJ/mol
HOMO level: -9.78 eV


ORCA calculation (ωB97M-V/def2-TZVPD) on 2 unconnected molecules or ions with the total composition C24H18N2O4 at a distorted geometry.

CARTESIAN COORDINATES (ANGSTROEM)
C -2.5007 -0.6557 3.5513
C -3.4779 0.3333 3.2980
N -4.3654 1.0847 3.0867
C -1.1798 -0.4024 3.0812
C -0.2271 -1.4689 2.9686
C 1.1036 -1.2114 2.6807
C 1.5560 0.1222 2.5774
N 2.9419 0.4024 2.5231
O 3.3165 1.5980 2.4968
O 3.7532 -0.5524 2.5214
C 0.6296 1.1867 2.6027
C -0.7065 0.9317 2.8530
H -2.8137 -1.7039 3.5063
H -0.5563 -2.4954 3.1353
H 1.8465 -1.9989 2.5719
H 1.0192 2.1933 2.4611
H -1.4023 1.7771 2.9245
C 0.1687 5.1470 11.1746
O -0.8017 5.1620 10.0779
C -1.0715 3.9751 9.4725
C -1.9738 3.9807 8.3818
C -2.2238 2.8214 7.6846
C -1.6057 1.5837 8.0205
C -1.8247 0.3752 7.2705
O -1.1062 -0.6927 7.7228
C -1.3686 -1.9494 7.2104
C -2.2709 -2.1142 6.1390
C -2.4848 -3.4336 5.6831
C -1.9022 -4.5172 6.3350
C -1.0626 -4.3279 7.4388
C -0.7866 -3.0333 7.8824
C -2.9458 -0.9734 5.6033
C -2.6413 0.2691 6.1623
C -0.7519 1.5970 9.1465
C -0.4810 2.7466 9.8570
H 0.2253 6.1982 11.4814
H -0.1890 4.5168 12.0076
H 1.1534 4.7882 10.8266
H -2.4446 4.9344 8.1259
H -2.9316 2.8487 6.8551
H -3.1452 -3.5760 4.8154
H -2.1075 -5.5251 5.9793
H -0.6283 -5.1911 7.9549
H -0.1465 -2.8644 8.7458
H -3.9711 -1.1703 5.1813
H -3.0615 1.1823 5.7574
H -0.2885 0.6793 9.4943
H 0.1948 2.7092 10.7159

Cartesian forces (eV/Å) of the 6 atoms listed first:
C -0.570 -1.416 0.953
C -3.134 1.692 -0.994
N 2.530 -1.812 0.787
C 2.390 0.491 0.192
C -0.463 0.735 -0.070
C 0.405 0.610 0.196

Calculated values
Orbital gap: 6.2 eV
Relative energy (zero: lowest compared OMol25 entry of this formula, charge and spin): 567.9 kJ/mol
HOMO level: -7.46 eV


Energy, respectively: -5163.19901 -264.53105 -500.44260 -7002.16019 -357.98897 -399.73045 -1335.65171 a.u..